Record 1
Here is one molecule with the formula C4H6IN in a non-equilibrium geometry from the Open Molecules 2025 dataset. Energies are from the ωB97M-V functional and the def2-TZVPD basis.

Each line ends with the natural charge from an NBO analysis.
Geometry (Å):
C1 1.78 -1.39 0.07  -0.103
N1 1.03 -0.52 -0.46  -0.391
C2 -0.04 -0.05 0.33  -0.057
C3 -0.48 1.39 0.17  -0.433
C4 -1.39 0.58 -0.61  -0.348
I1 -3.23 -0.10 0.08  0.129
H1 2.53 -1.54 -0.68  0.175
H2 1.82 -1.96 0.95  0.166
H3 -0.26 -0.70 1.11  0.189
H4 -0.70 1.83 1.04  0.222
H5 0.13 1.95 -0.37  0.226
H6 -1.20 0.52 -1.63  0.226

- Spin multiplicity: 1
- Relative energy (zero: lowest compared OMol25 entry of this formula, charge and spin): 53.5 kcal/mol
- HOMO level: -8.4 eV

=====

Record 2
Here is a 2-piece molecular cluster, C4H6IN2 overall in a non-equilibrium geometry from the Open Molecules 2025 dataset. Energies are from the ωB97M-V functional and the def2-TZVPD basis.

Each line ends with the natural charge from an NBO analysis.
Geometry (Å):
C1 0.91 -1.80 -0.67  0.105
C2 -0.35 1.82 -0.43  0.017
C3 1.51 -0.64 -0.16  0.086
C4 -1.32 -0.11 0.66  -0.459
N1 1.02 -1.76 0.60  -0.240
N2 -0.32 0.61 -0.05  -0.325
I1 3.27 0.53 0.00  0.420
H1 0.59 -2.35 -1.52  0.267
H2 -1.18 2.30 0.01  0.208
H3 0.55 2.10 -0.96  0.224
H4 -0.88 -0.88 1.20  0.231
H5 -2.05 -0.47 -0.02  0.237
H6 -1.77 0.64 1.34  0.229

- Total charge: +1
- Spin multiplicity: 1
- Relative energy (zero: lowest compared OMol25 entry of this formula, charge and spin): 114.1 kcal/mol
- HOMO level: -14.4 eV

=====

Record 3
Here is one molecule with the formula C4H6IN5 from the Open Molecules 2025 dataset. Energies are from the ωB97M-V functional and the def2-TZVPD basis.

Each line ends with the natural charge from an NBO analysis.
Geometry (Å):
C1 1.98 -0.52 -0.21  -0.427
N1 1.83 0.89 0.10  -0.611
C2 0.53 1.49 -0.16  -0.262
C3 -0.63 0.53 -0.05  0.311
N2 -1.01 0.18 1.18  -0.177
N3 -1.98 -0.70 1.30  -0.206
C4 -2.50 -1.16 0.16  0.185
I1 -4.03 -2.58 0.35  0.194
N4 -2.15 -0.82 -1.07  -0.207
N5 -1.17 0.06 -1.18  -0.177
H1 3.03 -0.79 -0.13  0.210
H2 1.43 -1.19 0.46  0.168
H3 1.69 -0.71 -1.24  0.202
H4 2.13 1.09 1.04  0.365
H5 0.35 2.26 0.59  0.222
H6 0.51 1.97 -1.14  0.209

- Spin multiplicity: 1
- HOMO level: -9.3 eV

=====

Record 4
Here is a 2-piece molecular cluster, C4H6INO overall in a non-equilibrium geometry from the Open Molecules 2025 dataset. Energies are from the ωB97M-V functional and the def2-TZVPD basis.

Each line ends with the natural charge from an NBO analysis.
Geometry (Å):
C1 -0.54 -2.10 -0.77  -0.248
C2 -0.73 -0.98 -0.08  -0.353
C3 -0.35 0.30 -0.39  0.623
C4 1.31 1.36 0.94  -0.459
N1 0.12 1.46 0.09  -0.130
O1 0.44 0.96 -1.24  -0.318
I1 -3.16 1.14 -0.49  -0.442
H1 -0.81 -3.11 -0.51  0.223
H2 -0.17 -1.89 -1.72  0.188
H3 -1.19 -1.21 0.81  0.253
H4 1.61 0.39 0.88  0.183
H5 2.22 1.94 0.44  0.234
H6 1.25 1.73 2.02  0.246

- Spin multiplicity: 1
- Relative energy (zero: lowest compared OMol25 entry of this formula, charge and spin): 141.5 kcal/mol
- HOMO level (spin up / spin down): -8.3 / -8.2 eV

=====

Record 5
Here is one molecule with the formula C4H6INS in a non-equilibrium geometry from the Open Molecules 2025 dataset. Energies are from the ωB97M-V functional and the def2-TZVPD basis.

Each line ends with the natural charge from an NBO analysis.
Geometry (Å):
C1 0.23 -0.42 1.68  -0.581
C2 -0.63 0.25 0.54  -0.447
C3 -0.74 -0.72 -0.55  0.137
N1 -0.28 -0.41 -1.67  -0.430
C4 0.36 0.90 -1.72  -0.279
I1 2.50 0.48 -2.03  0.037
S1 0.06 1.75 -0.11  0.243
H1 1.02 -0.98 1.21  0.216
H2 -0.37 -1.19 2.19  0.204
H3 0.52 0.19 2.37  0.211
H4 -1.73 0.46 0.92  0.243
H5 -1.16 -1.75 -0.21  0.213
H6 0.22 1.44 -2.64  0.233

- Spin multiplicity: 1
- Relative energy (zero: lowest compared OMol25 entry of this formula, charge and spin): 10.0 kcal/mol
- HOMO level: -8.8 eV

=====

Record 6
Here is one molecule with the formula C4H6INS in a non-equilibrium geometry from the Open Molecules 2025 dataset. Energies are from the ωB97M-V functional and the def2-TZVPD basis.

Each line ends with the natural charge from an NBO analysis.
Geometry (Å):
C1 -2.34 0.01 0.09  0.107
C2 -0.17 0.24 1.06  -0.264
C3 0.74 -0.52 0.05  -0.413
C4 1.16 0.22 -1.15  -0.632
N1 -1.45 0.52 0.73  -0.433
S1 0.17 -2.16 -0.28  0.039
I1 -4.33 0.26 -0.16  0.235
H1 0.00 -0.12 2.10  0.242
H2 0.33 1.20 1.38  0.217
H3 1.75 -0.74 0.59  0.250
H4 1.93 -0.35 -1.59  0.221
H5 1.71 1.06 -0.83  0.207
H6 0.49 0.38 -1.99  0.225

- Spin multiplicity: 1
- Relative energy (zero: lowest compared OMol25 entry of this formula, charge and spin): 76.5 kcal/mol
- HOMO level (spin up / spin down): -8.9 / -7.5 eV

=====

Record 7
Here is C4H6INS as an isolated structure in a non-equilibrium geometry from the Open Molecules 2025 dataset. Energies are from the ωB97M-V functional and the def2-TZVPD basis.

Each line ends with the natural charge from an NBO analysis.
Geometry (Å):
C1 -1.84 -2.14 0.42  -0.046
C2 -0.49 -0.26 0.37  -0.201
C3 0.45 0.45 -0.14  0.042
C4 0.70 1.95 -0.20  -0.693
N1 -0.71 -1.58 0.29  -0.416
S1 2.04 -0.71 -1.48  0.071
I1 3.92 0.08 -0.26  0.146
H1 -1.94 -3.23 0.39  0.178
H2 -2.84 -1.55 0.59  0.133
H3 -1.42 0.20 0.82  0.128
H4 1.04 2.20 -1.24  0.217
H5 1.42 2.26 0.46  0.223
H6 -0.34 2.34 -0.04  0.218

- Spin multiplicity: 3
- Relative energy (zero: lowest compared OMol25 entry of this formula, charge and spin): 27.0 kcal/mol
- HOMO level (spin up / spin down): -6.4 / -8.7 eV

=====

Record 8
Here is C4H6InO4 as an isolated structure in a non-equilibrium geometry from the Open Molecules 2025 dataset. Energies are from the ωB97M-V functional and the def2-TZVPD basis.

Each line ends with the natural charge from an NBO analysis.
Geometry (Å):
In1 9.19 -7.54 14.98  0.978
C1 6.73 -9.48 18.49  -0.760
C2 7.52 -8.17 18.57  0.766
O1 7.33 -7.47 19.61  -0.299
O2 8.53 -8.03 17.83  -0.450
H1 7.11 -10.24 19.17  0.275
H2 6.68 -9.90 17.48  0.246
H3 5.67 -9.36 18.72  0.271
C3 6.42 -3.68 16.71  -0.767
C4 7.20 -4.99 16.64  0.777
O3 8.31 -5.13 17.31  -0.312
O4 6.94 -5.88 15.85  -0.536
H4 5.65 -3.44 15.98  0.274
H5 7.14 -2.85 16.62  0.265
H6 5.82 -3.58 17.61  0.273

- Total charge: +1
- Spin multiplicity: 1
- Relative energy (zero: lowest compared OMol25 entry of this formula, charge and spin): 92.1 kcal/mol
- HOMO level: -14.0 eV

=====

Record 9
Here is C4H6KO6S as an isolated structure in a non-equilibrium geometry from the Open Molecules 2025 dataset. Energies are from the ωB97M-V functional and the def2-TZVPD basis.

Each line ends with the Löwdin charge.
Geometry (Å):
K1 -1.27 -1.97 -1.41  0.876
S1 -1.43 -1.66 -4.72  0.118
O1 -2.03 -0.37 -5.17  -0.463
O2 -0.88 -2.38 -5.86  -0.438
O3 -0.32 -1.28 -3.81  -0.571
O4 -2.34 -2.50 -3.92  -0.537
O5 0.03 0.46 -0.51  0.062
C1 0.31 0.51 0.70  -0.432
O6 -0.03 -0.41 1.60  0.043
C2 0.30 0.01 2.90  -0.197
C3 1.21 1.13 2.82  -0.200
C4 0.95 1.69 1.43  -0.045
H1 0.76 -0.79 3.48  0.137
H2 -0.63 0.34 3.34  0.137
H3 2.27 0.93 2.98  0.117
H4 1.21 1.81 3.67  0.122
H5 1.76 2.12 0.85  0.136
H6 0.13 2.39 1.62  0.135

- Total charge: -1
- Spin multiplicity: 1
- HOMO level: -2.5 eV

=====

Record 10
Here is C4H6MnO as an isolated structure in a non-equilibrium geometry from the Open Molecules 2025 dataset. Energies are from the ωB97M-V functional and the def2-TZVPD basis.

Each line ends with the natural charge from an NBO analysis.
Geometry (Å):
O1 -0.15 -2.44 -0.16  -0.753
Mn1 -0.39 -4.21 -0.98  0.947
C1 0.69 -1.61 0.17  0.213
C2 0.35 0.45 -0.84  -0.444
H1 1.16 -1.76 1.15  0.166
H2 -0.33 0.10 -1.62  0.235
H3 1.26 0.65 -1.43  0.232
H4 1.48 -0.57 -0.13  0.303
C3 -0.45 1.77 0.00  0.129
C4 -1.06 2.36 0.98  -0.509
H5 -1.11 3.46 1.02  0.255
H6 -1.45 1.80 1.84  0.227

- Total charge: +1
- Spin multiplicity: 7
- Relative energy (zero: lowest compared OMol25 entry of this formula, charge and spin): 177.2 kcal/mol
- HOMO level (spin up / spin down): -10.5 / -10.9 eV

=====

Record 11
Here is an isolated ion of composition C4H6N and charge +1 in a non-equilibrium geometry from the Open Molecules 2025 dataset. Energies are from the ωB97M-V functional and the def2-TZVPD basis.

Each line ends with the natural charge from an NBO analysis.
Geometry (Å):
C1 -1.16 1.60 -1.59  -0.404
C2 -0.53 0.74 -0.68  0.517
N1 0.08 -0.06 0.20  -0.326
C3 0.10 -1.15 1.10  -0.176
C4 1.33 -0.50 0.67  -0.213
H1 -1.68 2.53 -1.50  0.303
H2 -1.45 0.81 -2.34  0.293
H3 -0.22 -2.15 0.79  0.257
H4 -0.24 -0.82 1.98  0.230
H5 1.87 -0.07 1.54  0.266
H6 1.91 -0.93 -0.16  0.251

- Total charge: +1
- Spin multiplicity: 1
- Relative energy (zero: lowest compared OMol25 entry of this formula, charge and spin): 74.9 kcal/mol
- HOMO level: -15.7 eV

=====

Record 12
Here is one molecule with the formula C4H6N2 in a non-equilibrium geometry from the Open Molecules 2025 dataset. Energies are from the ωB97M-V functional and the def2-TZVPD basis.

Each line ends with the natural charge from an NBO analysis.
Geometry (Å):
C1 -1.80 -0.31 0.04  -0.633
C2 -0.26 -0.15 0.03  -0.118
C3 0.36 1.20 0.24  -0.060
N1 1.66 1.16 0.16  -0.253
N2 1.99 -0.12 -0.04  -0.371
C4 0.85 -0.95 -0.17  -0.073
H1 -2.20 0.57 -0.48  0.222
H2 -2.29 -1.18 -0.42  0.225
H3 -2.19 -0.25 1.07  0.221
H4 -0.02 2.21 0.49  0.213
H5 2.84 -0.16 -0.60  0.404
H6 1.05 -2.02 -0.31  0.224

- Spin multiplicity: 1
- Relative energy (zero: lowest compared OMol25 entry of this formula, charge and spin): 27.3 kcal/mol
- HOMO level: -9.2 eV

=====

Record 13
Here is one molecule with the formula C4H6N2 in a non-equilibrium geometry from the Open Molecules 2025 dataset. Energies are from the ωB97M-V functional and the def2-TZVPD basis.

Each line ends with the natural charge from an NBO analysis.
Geometry (Å):
N1 2.38 -1.25 -0.66  -0.332
C1 1.50 -0.49 -0.60  0.269
C2 0.30 0.17 -0.06  0.015
N2 0.63 1.22 0.86  -0.849
C3 -1.06 0.22 -0.72  -0.405
C4 -0.72 -0.98 0.10  -0.403
H1 1.47 1.13 1.41  0.394
H2 0.00 1.98 1.07  0.395
H3 -1.16 0.13 -1.80  0.234
H4 -1.76 0.90 -0.24  0.226
H5 -1.05 -1.14 1.12  0.226
H6 -0.53 -1.89 -0.48  0.230

- Spin multiplicity: 1
- Relative energy (zero: lowest compared OMol25 entry of this formula, charge and spin): 47.7 kcal/mol
- HOMO level: -9.0 eV

=====

Record 14
Here is one molecule with the formula C4H6N2 in a non-equilibrium geometry from the Open Molecules 2025 dataset. Energies are from the ωB97M-V functional and the def2-TZVPD basis.

Each line ends with the natural charge from an NBO analysis.
Geometry (Å):
H1 3.12 -0.95 -0.33  0.351
N1 2.48 -0.16 -0.28  -0.673
C1 1.31 -0.54 0.09  0.098
C2 0.13 0.33 0.24  0.021
N2 0.26 1.69 0.18  -0.760
C3 -1.00 -0.33 0.08  0.054
C4 -2.23 -0.75 0.14  -0.472
H2 0.81 -1.58 -0.08  0.167
H3 -0.53 2.18 -0.24  0.388
H4 1.18 1.96 -0.14  0.397
H5 -3.02 -0.09 0.50  0.212
H6 -2.50 -1.75 -0.16  0.217

- Spin multiplicity: 1
- Relative energy (zero: lowest compared OMol25 entry of this formula, charge and spin): 96.7 kcal/mol
- HOMO level (spin up / spin down): -7.5 / -7.8 eV

=====

Record 15
Here is one molecule with the formula C4H6N2 in a non-equilibrium geometry from the Open Molecules 2025 dataset. Energies are from the ωB97M-V functional and the def2-TZVPD basis.

Each line ends with the natural charge from an NBO analysis.
Geometry (Å):
H1 2.00 0.78 -2.15  0.316
N1 1.00 0.59 -2.13  -0.677
C1 0.65 0.32 -0.91  0.392
N2 1.60 0.27 0.06  -0.819
C2 -0.79 0.07 -0.66  -0.316
C3 -1.25 -0.22 0.53  0.130
C4 -1.73 -0.51 1.70  -0.473
H2 2.53 0.02 -0.24  0.388
H3 1.32 -0.21 0.91  0.379
H4 -1.46 0.15 -1.51  0.249
H5 -2.80 -0.59 1.85  0.219
H6 -1.07 -0.66 2.55  0.213

- Spin multiplicity: 1
- Relative energy (zero: lowest compared OMol25 entry of this formula, charge and spin): 97.3 kcal/mol
- HOMO level (spin up / spin down): -8.2 / -7.9 eV

=====

Record 16
Here is one molecule with the formula C4H6N2 in a non-equilibrium geometry from the Open Molecules 2025 dataset. Energies are from the ωB97M-V functional and the def2-TZVPD basis.

Each line ends with the natural charge from an NBO analysis.
Geometry (Å):
C1 1.61 0.34 0.68  -0.387
C2 0.42 0.26 -1.18  -0.148
C3 -0.70 -0.49 -1.41  -0.243
N1 -1.55 -0.42 -0.31  -0.478
C4 -0.97 0.29 0.65  0.189
N2 0.24 0.69 0.16  -0.404
H1 1.93 -0.62 0.24  0.220
H2 1.59 0.24 1.76  0.185
H3 2.31 1.09 0.33  0.228
H4 -0.88 -1.18 -2.21  0.210
H5 -2.49 -0.80 -0.27  0.419
H6 -1.50 0.60 1.55  0.210

- Spin multiplicity: 1
- Relative energy (zero: lowest compared OMol25 entry of this formula, charge and spin): 81.9 kcal/mol
- HOMO level: -7.6 eV

=====

Record 17
Here is one molecule with the formula C4H6N2 in a non-equilibrium geometry from the Open Molecules 2025 dataset. Energies are from the ωB97M-V functional and the def2-TZVPD basis.

Each line ends with the natural charge from an NBO analysis.
Geometry (Å):
C1 1.03 0.35 -1.08  -0.667
C2 -0.05 -0.38 -0.35  0.207
C3 -0.19 -0.67 1.13  -0.279
N1 -0.77 -1.37 -0.84  -0.622
N2 -0.94 1.75 1.22  -0.729
C4 -0.74 0.54 1.01  0.400
H1 -0.27 -2.26 -0.95  0.358
H2 -1.51 2.01 2.02  0.399
H3 -0.42 -1.60 1.64  0.238
H4 1.62 0.95 -0.40  0.230
H5 1.67 -0.36 -1.60  0.229
H6 0.57 1.03 -1.80  0.237

- Spin multiplicity: 1
- Relative energy (zero: lowest compared OMol25 entry of this formula, charge and spin): 143.1 kcal/mol
- HOMO level (spin up / spin down): -8.0 / -7.9 eV

=====

Record 18
Here is a 2-piece molecular cluster, C4H6N2 overall from the Open Molecules 2025 dataset. Energies are from the ωB97M-V functional and the def2-TZVPD basis.

Each line ends with the natural charge from an NBO analysis.
Geometry (Å):
C1 -1.92 -0.34 0.02  -0.671
C2 -0.47 -0.63 -0.06  -0.066
C3 0.54 -1.32 -0.18  -0.245
N1 2.34 0.07 0.13  -0.439
N2 1.64 1.11 0.15  -0.080
C4 0.51 1.52 0.22  0.020
H1 -2.19 0.58 -0.50  0.226
H2 -2.50 -1.16 -0.41  0.224
H3 -2.23 -0.24 1.07  0.230
H4 1.23 -2.13 -0.30  0.239
H5 2.92 0.07 -0.71  0.348
H6 0.14 2.47 0.58  0.215

- Spin multiplicity: 1
- Relative energy (zero: lowest compared OMol25 entry of this formula, charge and spin): 133.4 kcal/mol
- HOMO level (spin up / spin down): -9.0 / -9.0 eV

=====

Number 1: E -508.34739 a.u.. Number 2: E -562.78839 a.u.. Number 3: E -727.39996 a.u.. Number 4: E -583.49412 a.u.. Number 5: E -906.60670 a.u.. Number 6: E -906.50068 a.u.. Number 7: E -906.44641 a.u.. Number 8: E -646.63062 a.u.. Number 9: E -1605.64834 a.u.. Number 10: E -1381.56481 a.u.. Number 11: E -210.33669 a.u.. Number 12: E -265.49202 a.u.. Number 13: E -265.45954 a.u.. Number 14: E -265.38148 a.u.. Number 15: E -265.38056 a.u.. Number 16: E -265.40508 a.u.. Number 17: E -265.30758 a.u.. Number 18: E -265.32293 a.u..